#P
Formula: C24H46O24
Source: the Open Molecules 2025 dataset
Level of theory: wB97M-V/def2-TZVPD

LUMO level, eV: 0.55
Frontier orbital gap, eV: 11.02
HOMO, eV: -10.4655
SMILES: COC(=O)OC.COC(=O)OC.COC(=O)OC.COC(=O)OC.COC(=O)OC.COC(=O)OC.COC(=O)OC.O=C1OCCO1

```
! wB97M-V def2-TZVPD RIJCOSX def2/J DEFGRID3
* xyz 0 1
C 4.4676 -0.0270 -1.6111
O 4.7363 1.2175 -1.0066
C 4.4163 1.4322 0.2558
O 3.6787 0.7711 0.9309
O 5.0901 2.5085 0.6568
C 4.8422 2.9351 1.9856
H 3.5625 -0.5463 -1.3013
H 5.2697 -0.7381 -1.3906
H 4.4290 0.1025 -2.6890
H 5.3249 2.2675 2.7019
H 3.7824 2.9235 2.2344
H 5.1597 3.9638 2.1186
C -6.0314 -0.8091 4.0845
O -5.4787 -2.0942 4.3547
C -4.7054 -2.6201 3.4167
O -4.4735 -2.1445 2.3386
O -4.1633 -3.7278 3.9075
C -3.2907 -4.4646 3.0608
H -6.0802 -0.2863 5.0311
H -7.0200 -0.9016 3.6240
H -5.4743 -0.2840 3.3076
H -3.7833 -4.7312 2.1259
H -2.9884 -5.3624 3.5892
H -2.4134 -3.8534 2.8477
C 1.0061 7.0369 -0.1873
O 0.5640 5.7028 -0.2960
C 1.0369 4.8202 0.5869
O 1.9125 5.0342 1.3834
O 0.3908 3.6859 0.4204
C 0.4963 2.7059 1.4556
H 0.1964 7.6935 -0.5044
H 1.9000 7.2103 -0.7846
H 1.2174 7.3863 0.8258
H -0.0329 1.8403 1.0782
H 0.0719 3.0902 2.3847
H 1.5232 2.5221 1.7647
C 1.3403 0.5008 -2.1055
O 0.8954 -0.6905 -1.4632
C -0.1893 -0.6070 -0.7010
O -0.9367 0.3330 -0.6268
O -0.3548 -1.7924 -0.1323
C -1.5350 -2.0241 0.6252
H 0.4585 1.0431 -2.4461
H 2.0311 0.2314 -2.8906
H 1.8562 1.2109 -1.4601
H -1.4662 -2.9767 1.1367
H -2.4185 -1.9850 -0.0153
H -1.7127 -1.2432 1.3661
C -0.9718 -3.4438 -3.5269
O -2.1549 -4.1682 -3.8200
C -2.7075 -4.9672 -2.8997
O -2.3305 -5.1677 -1.7761
O -3.8786 -5.4421 -3.3277
C -4.6216 -4.8196 -4.3591
H -1.0458 -2.4614 -3.9893
H -0.0449 -3.9139 -3.8471
H -0.9092 -3.2346 -2.4579
H -4.0367 -4.3394 -5.1386
H -5.2612 -4.0472 -3.9208
H -5.2896 -5.5573 -4.7952
C -2.2578 3.0525 3.3691
O -2.2845 1.6465 3.1468
C -1.6522 0.8705 4.0199
O -1.0038 1.2500 4.9554
O -1.8695 -0.3885 3.6784
C -1.4745 -1.3668 4.6209
H -1.5859 3.3117 4.1879
H -3.2476 3.3105 3.7597
H -2.0312 3.5841 2.4542
H -0.4308 -1.2619 4.9348
H -1.6341 -2.3547 4.2154
H -1.9781 -1.2235 5.5808
C 1.4416 6.1787 -3.4647
O 1.4844 4.8079 -3.1042
C 2.4944 4.0345 -3.4618
O 2.7026 2.9614 -2.9761
O 3.2702 4.6228 -4.3766
C 4.4441 3.9132 -4.7713
H 0.5475 6.6447 -3.0621
H 1.3217 6.3192 -4.5435
H 2.3691 6.6427 -3.1381
H 5.0513 3.7712 -3.8769
H 4.9147 4.5241 -5.5331
H 4.2556 2.9235 -5.1887
O 3.9200 -4.6204 0.2126
C 2.7701 -4.8859 0.1045
O 1.8149 -4.0310 -0.2934
C 0.6099 -4.7495 -0.6544
C 0.8162 -6.0084 0.1793
O 2.2128 -6.0942 0.3684
H -0.2509 -4.1336 -0.4512
H 0.6765 -4.9608 -1.7205
H 0.5180 -6.8966 -0.3855
H 0.2097 -6.0918 1.0839
*
```

Results of the Mulliken charge analysis, in e, for atoms 1 through 6:
1 C -0.62
2 O -0.25
3 C 0.92
4 O -0.56
5 O -0.33
6 C -0.46


#Q
Formula: C24H46O24
Source: the Open Molecules 2025 dataset
Level of theory: wB97M-V/def2-TZVPD

LUMO level, eV: 0.40
Frontier orbital gap, eV: 11.11
HOMO, eV: -10.7086
SMILES: COC(=O)OC.COC(=O)OC.COC(=O)OC.COC(=O)OC.COC(=O)OC.COC(=O)OC.COC(=O)OC.O=C1OCCO1

```
! wB97M-V def2-TZVPD RIJCOSX def2/J DEFGRID3
* xyz 0 1
C 2.0448 11.4877 -6.5246
O 1.9115 10.1453 -6.1018
C 0.6577 9.7824 -5.8252
O -0.2949 10.4973 -5.7374
O 0.6805 8.4638 -5.7132
C -0.5998 7.8550 -5.5430
H 1.5199 11.6240 -7.4738
H 3.0785 11.7243 -6.7620
H 1.6627 12.2081 -5.8038
H -0.5163 6.7797 -5.4436
H -1.2747 8.1315 -6.3564
H -1.0820 8.2672 -4.6527
C -5.3983 6.3194 -14.1419
O -5.6234 7.5025 -13.3575
C -4.6205 7.9708 -12.6535
O -3.6201 7.3742 -12.3202
O -4.9108 9.1944 -12.2434
C -4.0073 9.8977 -11.3962
H -4.5198 6.5089 -14.7551
H -6.3011 6.1322 -14.7100
H -5.1953 5.4733 -13.4933
H -4.5444 10.7910 -11.0907
H -3.0925 10.1531 -11.9253
H -3.8124 9.3028 -10.5025
C -7.0298 4.0922 -8.6716
O -6.7573 4.3957 -10.0415
C -6.8677 3.4631 -10.9451
O -7.0897 2.2884 -10.7817
O -6.6724 4.0341 -12.1498
C -6.4876 3.1854 -13.2507
H -7.6826 3.2300 -8.5851
H -7.4281 4.9757 -8.1773
H -6.0858 3.9140 -8.1524
H -5.5332 2.6487 -13.1643
H -6.2760 3.7774 -14.1370
H -7.2138 2.4050 -13.4641
C -1.1951 13.1322 -7.9485
O -2.4144 13.7708 -7.6244
C -3.2956 13.8667 -8.6179
O -3.1096 13.4949 -9.7420
O -4.4166 14.3847 -8.1170
C -5.5007 14.4921 -9.0226
H -1.3593 12.1556 -8.4039
H -0.5415 13.0445 -7.0852
H -0.6299 13.7472 -8.6564
H -6.4230 14.4943 -8.4436
H -5.5783 13.6694 -9.7328
H -5.4348 15.4292 -9.5795
C -9.0651 9.6023 -6.9477
O -8.4477 8.5524 -7.6668
C -8.7760 8.4465 -8.9502
O -9.5685 9.1129 -9.5399
O -8.0678 7.4358 -9.4273
C -8.0616 7.2192 -10.8184
H -8.8803 9.4834 -5.8859
H -10.1467 9.6290 -7.1089
H -8.7202 10.5700 -7.3194
H -8.8209 6.5019 -11.1287
H -7.1069 6.8465 -11.1830
H -8.2158 8.1132 -11.4260
C -2.7852 4.8564 -5.0356
O -3.8522 4.5253 -4.1336
C -5.0029 4.1836 -4.7055
O -5.1711 4.0153 -5.8874
O -5.8912 4.0004 -3.7433
C -7.1907 3.5251 -4.1006
H -1.9203 4.8852 -4.3803
H -2.9095 5.8233 -5.5257
H -2.7014 4.1088 -5.8198
H -7.7746 4.3517 -4.5034
H -7.6632 3.2267 -3.1691
H -7.0944 2.6821 -4.7792
C -5.9115 7.3072 -6.7837
O -5.7054 8.6793 -6.3870
C -4.6234 9.3062 -6.8019
O -3.7904 8.8696 -7.5595
O -4.5604 10.4647 -6.1703
C -3.3833 11.2233 -6.3728
H -4.9734 6.7580 -6.7940
H -6.4367 7.3297 -7.7305
H -6.5684 6.9375 -6.0007
H -3.3995 12.0236 -5.6346
H -3.2435 11.6766 -7.3549
H -2.4559 10.6956 -6.1505
O -0.7926 4.2526 -7.8637
C -1.4576 5.0789 -8.3852
O -0.9603 6.1557 -9.0674
C -2.0544 7.0146 -9.4328
C -3.2652 6.1415 -9.2555
O -2.7949 5.1626 -8.3584
H -2.0766 7.8935 -8.7906
H -1.9688 7.3592 -10.4608
H -3.5688 5.6822 -10.2006
H -4.1395 6.6433 -8.8514
*
```

Results of the Mulliken charge analysis, in e, for atoms 1 through 6:
1 C -0.63
2 O -0.38
3 C 0.76
4 O -0.58
5 O -0.38
6 C -0.10


Energies relative to the most stable structure are #P 0.877; #Q 0.000, reported in eV.


#P
Formula: C4H5N3O2
Source: the Open Molecules 2025 dataset
Level of theory: wB97M-V/def2-TZVPD

LUMO level (alpha / beta), eV: 0.52 / 0.52
Frontier orbital gap (alpha / beta), eV: 9.59 / 9.59
HOMO (alpha / beta), eV: -9.0726 / -9.0731
SMILES: Cc1nco[n+]1[O-].C#N

```
! wB97M-V def2-TZVPD RIJCOSX def2/J DEFGRID3
* xyz 0 1
C -0.3702 -1.0580 -0.4312
C 0.5209 -0.1410 0.3192
N 0.2362 -0.0122 1.6288
C 1.2121 0.3587 2.2589
O 2.2872 0.4575 1.5002
N 1.7500 0.3180 0.0236
O 2.3924 0.6126 -1.0192
H -0.3775 -2.0642 -0.0331
H 0.1631 -1.1986 -1.3093
H -1.3163 -0.6145 -0.6117
H 1.4880 0.3193 3.2845
C 0.5154 1.4783 -2.3091
N -0.0400 1.9511 -1.4284
H 0.9426 1.1298 -3.1301
*
```

Results of the Mulliken charge analysis, in e, for atoms 1 through 6:
1 C -1.23
2 C 0.65
3 N -0.49
4 C 0.07
5 O -0.39
6 N 0.58


#Q
Formula: C4H5N3O2
Source: the Open Molecules 2025 dataset
Level of theory: wB97M-V/def2-TZVPD

LUMO level, eV: -2.11
Frontier orbital gap, eV: 7.19
HOMO, eV: -9.3021

```
! wB97M-V def2-TZVPD RIJCOSX def2/J DEFGRID3
* xyz 0 1
C 2.5782 0.6576 -0.2428
C 2.0398 -0.7407 -0.1472
C -1.4067 -1.1304 0.0200
C -2.6471 -0.5760 0.1647
H 1.6903 1.4934 -0.3071
H 2.5652 -1.7078 -0.0560
H -0.6893 0.7214 0.4137
H -1.4865 -2.2326 -0.2785
H -3.5528 -1.2194 0.0747
N 0.7488 -1.0627 -0.0043
N -0.3256 -0.3906 -0.1183
N -2.9370 0.8086 0.1869
O 3.8540 0.6669 0.3155
O -1.8934 1.6075 -0.1986
*
```

Results of the Mulliken charge analysis, in e, for atoms 1 through 6:
1 C 0.05
2 C 0.03
3 C 0.16
4 C -0.25
5 H 0.22
6 H 0.36


Energies relative to the most stable structure are #P 0.000; #Q 3.090, reported in eV.